(1)
{"formula": "Ag3Cl", "method": "ωB97M-V with the def2-TZVPD basis set", "energy_ev": -24501.2436, "lumo_energy_ev": -9.76, "homo_lumo_gap_ev": 9.330, "relative_energy_kcal_mol": 0.00, "total_charge": 2, "symbols": ["Ag", "Ag", "Ag", "Cl"], "xyz": [[-2.7336, -0.6449, 0.2369], [1.6650, 2.0210, -0.7078], [1.3193, -1.4290, 1.1268], [-0.2507, 0.0530, -0.6559]]}



(2)
{"formula": "AgBr", "method": "ωB97M-V with the def2-TZVPD basis set", "multiplicity": 2, "energy_ev": -74031.4822, "lumo_energy_ev": [-7.61, -7.60], "homo_lumo_gap_ev": [7.491, 7.069], "relative_energy_kcal_mol": 16.36, "total_charge": 1, "symbols": ["Ag", "Br"], "xyz": [[2.0209, 0.4276, 0.0811], [-2.0209, -0.4276, -0.0811]]}



(3)
{"formula": "AgH12O6", "method": "ωB97M-V with the def2-TZVPD basis set", "multiplicity": 2, "energy_ev": -16455.2531, "lumo_energy_ev": [-7.58, -8.72], "homo_lumo_gap_ev": [9.933, 8.403], "relative_energy_kcal_mol": 39.52, "total_charge": 2, "symbols": ["Ag", "O", "H", "H", "O", "H", "H", "O", "H", "H", "O", "H", "H", "O", "H", "H", "O", "H", "H"], "xyz": [[-16.3780, 22.4100, 6.9260], [-16.2030, 23.3420, 5.3580], [-17.1100, 23.4530, 4.9810], [-15.6060, 23.0390, 4.6440], [-15.2910, 23.3540, 7.9150], [-14.9250, 22.8110, 8.6640], [-14.4800, 23.6570, 7.5000], [-17.8640, 23.6660, 7.5860], [-18.0450, 24.5620, 7.3390], [-18.3070, 23.5990, 8.4110], [-15.0990, 21.0570, 6.6370], [-14.1800, 21.0830, 6.4410], [-15.1320, 20.1340, 6.7540], [-17.0350, 21.1600, 8.5550], [-17.2510, 20.1940, 8.5880], [-16.9500, 21.4300, 9.4800], [-17.8200, 21.1970, 6.0000], [-17.6960, 20.2590, 6.2550], [-17.8080, 21.1980, 5.0560]]}



(4)
{"formula": "AlBH10O3", "method": "ωB97M-V with the def2-TZVPD basis set", "energy_ev": -13554.6428, "lumo_energy_ev": -11.84, "homo_lumo_gap_ev": 7.602, "relative_energy_kcal_mol": 49.80, "total_charge": 2, "symbols": ["Al", "B", "H", "H", "H", "H", "O", "H", "H", "O", "H", "H", "O", "H", "H"], "xyz": [[18.7166, -9.7179, 6.9728], [19.1645, -11.2160, 8.8062], [18.5362, -11.9139, 9.3377], [18.7533, -10.2219, 8.8893], [20.1568, -11.2695, 9.2265], [19.2033, -11.3891, 7.7419], [19.8270, -8.0240, 7.0534], [20.6691, -7.9261, 7.4978], [19.5737, -7.1310, 6.8198], [17.1744, -9.6252, 8.2395], [16.5828, -8.9349, 8.5392], [17.2456, -10.2208, 8.9854], [18.5200, -8.2401, 5.5754], [18.2134, -7.9798, 4.7068], [18.9503, -7.4586, 5.9222]]}



(5)
{"formula": "AlF4N3O11S4", "method": "ωB97M-V with the def2-TZVPD basis set", "energy_ev": -87784.6972, "lumo_energy_ev": -8.62, "homo_lumo_gap_ev": 2.461, "relative_energy_kcal_mol": 0.00, "total_charge": 0, "symbols": ["Al", "N", "S", "O", "O", "F", "S", "O", "O", "F", "N", "S", "O", "O", "F", "S", "O", "O", "F", "N", "O", "O", "O"], "xyz": [[0.1211, 0.1369, 0.6017], [-2.3124, -0.0981, -0.7717], [-3.5682, 0.8052, -1.0606], [-4.8202, 0.4765, -0.4330], [-3.5505, 1.3998, -2.3650], [-3.0724, 1.9974, -0.0862], [-3.0934, -1.5306, -1.2252], [-3.5397, -1.5834, -2.5951], [-3.7949, -2.3322, -0.2841], [-1.7036, -2.2947, -1.3517], [2.7403, 1.1539, 0.0270], [3.3211, 2.7858, 0.1506], [2.8021, 3.6007, -0.9044], [4.5999, 3.0274, 0.7520], [2.3945, 3.1917, 1.3826], [4.0977, 0.6483, -0.5821], [5.1168, 0.2275, 0.3514], [4.5300, 1.1916, -1.8348], [3.5213, -0.7779, -1.0498], [-0.9542, -3.0318, 2.8317], [-1.0564, -2.0427, 2.0748], [-0.0204, -3.0212, 3.6232], [-1.7583, -3.9301, 2.7486]]}



(6)
{"formula": "AlH4O2", "method": "ωB97M-V with the def2-TZVPD basis set", "energy_ev": -10711.4431, "lumo_energy_ev": -23.10, "homo_lumo_gap_ev": 4.999, "relative_energy_kcal_mol": 65.87, "total_charge": 3, "symbols": ["Al", "O", "H", "H", "O", "H", "H"], "xyz": [[-15.6759, -28.1224, -18.5639], [-13.3082, -27.7192, -20.1246], [-13.2066, -27.0508, -20.8650], [-12.4172, -27.7375, -19.6744], [-14.1773, -30.5664, -18.8762], [-13.3865, -30.6608, -19.4733], [-14.0602, -31.2704, -18.1723]]}



(7)
{"formula": "Ar2H22O11", "method": "ωB97M-V with the def2-TZVPD basis set", "energy_ev": -51589.0338, "lumo_energy_ev": -0.42, "homo_lumo_gap_ev": 8.980, "relative_energy_kcal_mol": 16.08, "total_charge": 0, "symbols": ["Ar", "Ar", "O", "H", "H", "O", "H", "H", "O", "H", "H", "O", "H", "H", "O", "H", "H", "O", "H", "H", "O", "H", "H", "O", "H", "H", "O", "H", "H", "O", "H", "H", "O", "H", "H"], "xyz": [[3.1094, 8.6773, 5.1109], [3.6821, 11.8273, 6.2404], [6.2814, 9.7915, 5.6474], [5.7627, 9.4209, 6.3614], [7.1139, 10.0308, 6.0547], [-0.3755, 9.2459, 5.5272], [-1.2421, 9.5676, 5.7756], [0.0363, 9.0014, 6.3560], [5.9626, 8.0092, 3.4053], [5.6795, 7.5626, 4.2032], [6.0650, 8.9245, 3.6660], [4.7342, 9.3488, 8.1983], [5.2474, 9.3783, 9.0057], [4.5388, 8.4203, 8.0719], [5.4559, 10.9850, 3.3465], [6.0380, 11.7413, 3.2715], [5.6126, 10.6483, 4.2287], [3.8688, 6.3150, 7.8624], [3.3607, 5.8232, 7.2172], [4.0454, 5.6841, 8.5602], [2.9215, 10.2363, 2.4042], [3.7106, 10.3718, 2.9288], [2.2109, 10.5783, 2.9467], [2.1918, 7.9900, 1.0541], [2.2751, 8.0414, 0.1019], [2.4394, 8.8612, 1.3640], [1.0188, 11.3471, 4.4996], [1.0834, 11.6359, 5.4099], [0.6018, 10.4870, 4.5497], [5.8926, 6.5700, 6.0949], [5.3468, 6.3337, 6.8449], [6.7854, 6.5759, 6.4403], [4.5868, 6.3061, 1.2893], [3.6305, 6.2723, 1.3134], [4.8207, 6.9554, 1.9525]]}



(8)
{"formula": "ArH20O10", "method": "ωB97M-V with the def2-TZVPD basis set", "energy_ev": -35154.2309, "lumo_energy_ev": -0.19, "homo_lumo_gap_ev": 10.433, "relative_energy_kcal_mol": 15.88, "total_charge": 0, "symbols": ["Ar", "O", "H", "H", "O", "H", "H", "O", "H", "H", "O", "H", "H", "O", "H", "H", "O", "H", "H", "O", "H", "H", "O", "H", "H", "O", "H", "H", "O", "H", "H"], "xyz": [[0.4128, -0.4616, -0.0824], [-0.5136, -2.7367, -2.9145], [0.3098, -2.6032, -3.3840], [-0.6797, -1.9009, -2.4787], [-1.0216, 0.4910, -2.8615], [-1.4745, 0.9773, -3.5504], [-0.5062, 1.1524, -2.3999], [1.6705, -0.3131, -3.3187], [2.1208, 0.1670, -4.0136], [0.7658, -0.0031, -3.3601], [-3.2716, -0.0966, -1.2480], [-2.4431, 0.0205, -1.7129], [-3.9103, -0.2772, -1.9377], [-2.2846, 2.3109, 1.4365], [-2.4692, 1.3721, 1.4095], [-1.9579, 2.4659, 2.3228], [0.3104, -0.8456, 3.7259], [0.9029, -1.5973, 3.7373], [-0.4547, -1.1506, 3.2382], [3.1364, -0.4690, 1.9727], [2.3955, 0.0678, 2.2542], [2.7354, -1.2411, 1.5736], [3.3884, 1.2377, -1.5442], [3.3360, 2.0941, -1.9685], [2.6413, 0.7512, -1.8925], [1.3485, 1.6297, 2.8364], [0.7878, 0.8988, 3.0962], [1.8709, 1.8202, 3.6155], [-2.1736, -0.9268, 2.4350], [-2.1219, -1.7349, 1.9246], [-2.8508, -1.0991, 3.0892]]}